1.
Density functional theory data (wB97M-V/def2-TZVPD) for a structure of composition C5H12O in a non-equilibrium geometry.

Results
* maximum force: 1.61 eV Å⁻¹
* <S²>: 0.76
* HOMO-LUMO gap (spin up / spin down): 5.1 / 7.3 eV
* HOMO (spin up / spin down): -0.65 / -2.94 eV
* lowest unoccupied orbital energy (spin up / spin down): 4.458 / 4.353 eV
* multiplicity: 2
* total charge: -1

```
18
Properties=species:S:1:pos:R:3:nbo_charge:R:1
C 0.62 -0.49 2.01 -0.630
C 1.20 -0.70 0.60 -0.425
C 0.13 -1.06 -0.44 -0.382
C -0.42 -0.15 -1.46 -0.464
C 0.03 1.28 -1.62 -0.623
H 1.37 -0.08 2.71 0.166
H 0.26 -1.44 2.42 0.180
H -0.22 0.20 1.92 0.269
H 1.95 -1.52 0.64 0.170
H 1.71 0.20 0.27 0.189
H -0.09 -2.12 -0.52 0.178
H -1.11 -0.20 -0.32 0.460
H -0.91 -0.58 -2.33 0.182
H -0.70 1.89 -2.14 0.204
H 0.99 1.41 -2.13 0.159
H -2.91 0.65 0.52 0.407
H 0.12 1.70 -0.61 0.227
O -2.01 1.01 0.50 -1.266
```

---

2.
Density functional theory data (wB97M-V/def2-TZVPD) for the molecule C5H12O in a non-equilibrium geometry.

Results
* maximum force: 1.78 eV Å⁻¹
* HOMO-LUMO gap: 10.8 eV
* HOMO: -9.66 eV
* lowest unoccupied orbital energy: 1.093 eV
* total charge: 0

```
18
Properties=species:S:1:pos:R:3:nbo_charge:R:1
C 2.48 -0.36 -0.52 -0.603
C 1.44 -0.93 0.43 -0.416
C 0.27 0.02 0.51 -0.081
O -0.84 -0.55 1.16 -0.524
C -1.92 0.26 0.82 -0.045
C -2.01 0.66 -0.86 -0.696
H 3.35 -1.02 -0.61 0.213
H 2.83 0.61 -0.17 0.202
H 2.05 -0.22 -1.52 0.200
H 1.88 -1.11 1.43 0.202
H 1.07 -1.90 0.07 0.206
H 0.54 0.99 0.98 0.150
H -0.16 0.30 -0.46 0.188
H -1.86 1.22 1.37 0.155
H -2.80 -0.28 1.22 0.198
H -2.54 1.60 -0.88 0.214
H -2.56 -0.14 -1.36 0.214
H -1.21 0.86 -1.63 0.224
```

---

3.
Density functional theory data (wB97M-V/def2-TZVPD) for a structure of composition C5H12O.

Results
* maximum force: 0.35 eV Å⁻¹
* HOMO-LUMO gap: 9.0 eV
* HOMO: -8.72 eV
* lowest unoccupied orbital energy: 0.292 eV
* total charge: 0

```
18
Properties=species:S:1:pos:R:3:nbo_charge:R:1
C -1.24 0.80 -0.93 -0.666
C -0.54 -0.05 0.11 0.166
C -1.38 -1.21 0.61 -0.653
C 0.43 0.56 0.91 -0.540
C 2.14 0.46 -0.07 0.130
O 2.54 -0.73 -0.22 -0.637
H -0.64 1.66 -1.22 0.219
H -2.16 1.18 -0.46 0.226
H -1.53 0.25 -1.83 0.227
H 0.45 -1.06 -0.86 -0.099
H -2.31 -0.77 0.99 0.221
H -0.90 -1.74 1.44 0.226
H -1.65 -1.93 -0.17 0.224
H 0.42 1.65 0.93 0.227
H 0.67 0.07 1.86 0.223
H 2.69 1.09 0.64 0.169
H 1.73 0.98 -0.96 0.121
H 1.28 -1.21 -0.77 0.216
```

---

4.
Density functional theory data (wB97M-V/def2-TZVPD) for the molecule C5H12O.

Results
* maximum force: 0.44 eV Å⁻¹
* HOMO-LUMO gap: 11.1 eV
* HOMO: -10.14 eV
* lowest unoccupied orbital energy: 0.968 eV
* total charge: 0

```
18
Properties=species:S:1:pos:R:3:nbo_charge:R:1
C -1.20 0.77 -1.04 -0.608
C -0.62 -0.36 -0.20 -0.211
C -1.70 -0.98 0.69 -0.600
C 0.57 0.09 0.66 -0.422
C 1.83 0.46 -0.13 -0.060
O 2.98 0.10 0.64 -0.728
H -0.47 1.21 -1.73 0.206
H -1.57 1.58 -0.39 0.202
H -2.05 0.42 -1.64 0.208
H -0.25 -1.14 -0.88 0.188
H -2.08 -0.23 1.39 0.202
H -1.29 -1.82 1.27 0.208
H -2.53 -1.35 0.09 0.207
H 0.26 0.93 1.30 0.200
H 0.85 -0.72 1.33 0.218
H 1.88 1.53 -0.35 0.164
H 1.82 -0.07 -1.09 0.156
H 3.57 -0.41 0.09 0.471
```

---

5.
Density functional theory data (wB97M-V/def2-TZVPD) for a structure of composition C5H12O in a non-equilibrium geometry.

Results
* maximum force: 6.09 eV Å⁻¹
* HOMO-LUMO gap: 9.0 eV
* HOMO: -8.05 eV
* lowest unoccupied orbital energy: 0.996 eV
* total charge: 0

```
18
Properties=species:S:1:pos:R:3:nbo_charge:R:1
C 0.05 0.51 -2.40 -0.071
C -0.23 -0.34 -0.66 -0.400
C 0.15 0.77 0.14 -0.377
C -0.19 -0.02 1.89 -0.395
C 0.52 -1.32 2.17 -0.640
O -0.62 1.74 -2.51 -0.731
H -1.32 1.64 -3.18 0.475
H 1.11 0.67 -2.60 0.159
H -0.34 -0.24 -3.09 0.153
H 0.44 -1.19 -0.67 0.203
H -1.28 -0.60 -0.68 0.203
H -0.51 1.63 0.11 0.219
H 1.21 1.02 0.16 0.202
H -1.27 -0.08 2.06 0.189
H 0.17 0.80 2.51 0.191
H 0.50 -1.57 3.24 0.215
H 1.57 -1.27 1.86 0.203
H 0.05 -2.16 1.65 0.201
```

---

6.
Density functional theory data (wB97M-V/def2-TZVPD) for the molecule C5H12O.

Results
* maximum force: 0.30 eV Å⁻¹
* HOMO-LUMO gap: 11.2 eV
* HOMO: -10.15 eV
* lowest unoccupied orbital energy: 1.003 eV
* total charge: 0

```
18
Properties=species:S:1:pos:R:3:nbo_charge:R:1
C -1.43 1.36 0.02 -0.604
C -0.60 0.10 0.26 -0.241
C -1.18 -1.10 -0.49 -0.620
C 0.90 0.34 -0.11 0.104
C 1.87 -0.33 0.86 -0.640
O 1.20 -0.04 -1.45 -0.716
H -1.19 2.13 0.77 0.206
H -1.23 1.78 -0.97 0.210
H -2.50 1.16 0.09 0.206
H -0.63 -0.12 1.33 0.194
H -0.81 -2.05 -0.09 0.203
H -2.27 -1.12 -0.42 0.212
H -0.92 -1.06 -1.55 0.219
H 1.08 1.42 -0.10 0.173
H 2.87 -0.31 0.42 0.219
H 1.58 -1.37 1.06 0.200
H 1.91 0.20 1.82 0.217
H 1.35 -0.99 -1.45 0.459
```

---

7.
Density functional theory data (wB97M-V/def2-TZVPD) for a cluster of 2 separate species, C5H12O in total in a non-equilibrium geometry.

Results
* maximum force: 7.54 eV Å⁻¹
* HOMO-LUMO gap: 10.5 eV
* HOMO: -9.55 eV
* lowest unoccupied orbital energy: 0.928 eV
* total charge: 0

```
18
Properties=species:S:1:pos:R:3:nbo_charge:R:1
C -0.54 1.07 1.55 -0.594
C -1.29 -0.14 1.11 -0.397
C -1.41 -0.41 -0.40 -0.437
C -0.21 -1.12 -0.94 -0.171
C 0.57 -0.92 -1.97 -0.399
H -0.65 1.96 1.17 0.195
H -0.80 1.23 2.73 0.193
H 0.59 1.00 1.66 0.206
H -1.08 -0.89 1.91 0.222
H -2.49 0.01 1.26 0.188
H -1.54 0.56 -0.88 0.202
H -2.36 -0.94 -0.47 0.220
H -0.18 -2.00 -0.36 0.185
H 0.56 0.04 -2.57 0.174
H 1.35 -1.56 -2.41 0.211
H 3.52 0.82 0.28 0.483
H 2.71 0.87 -1.15 0.488
O 3.25 0.43 -0.52 -0.969
```

---

8.
Density functional theory data (wB97M-V/def2-TZVPD) for the molecule C5H12O in a non-equilibrium geometry.

Results
* maximum force: 3.45 eV Å⁻¹
* HOMO-LUMO gap: 11.0 eV
* HOMO: -9.99 eV
* lowest unoccupied orbital energy: 0.973 eV
* total charge: 0

```
18
Properties=species:S:1:pos:R:3:nbo_charge:R:1
C -0.70 -1.84 -0.15 -0.619
C 0.20 -0.60 -0.13 -0.166
C 1.56 -0.89 0.53 -0.621
C -0.55 0.68 0.35 -0.442
C -1.04 1.44 -1.03 -0.048
O -0.04 1.91 -1.92 -0.714
H -1.73 -1.56 -0.42 0.206
H -0.76 -2.44 0.77 0.209
H -0.30 -2.48 -0.93 0.207
H 0.46 -0.41 -1.37 0.139
H 1.56 -1.53 1.43 0.208
H 2.09 0.03 0.80 0.213
H 2.14 -1.42 -0.22 0.210
H -1.49 0.46 0.88 0.205
H 0.05 1.28 1.06 0.211
H -1.75 2.25 -0.79 0.183
H -1.59 0.67 -1.60 0.151
H 0.37 1.08 -2.33 0.465
```

---

We obtain relative energy (zero: lowest compared OMol25 entry of this formula, charge and spin) values of 183.72; 191.49; 419.13; 35.27; 309.15; 27.03; 276.42; 134.71 kJ/mol for the records listed above, in that order.